Record 1
Computed, not measured: a 3-piece molecular cluster, C4H12NO overall, with ωB97M-V with the def2-TZVPD basis set.

The total charge is +1. For the total energy, the calculation gives -7869.1757 eV. The orbital gap comes out at 5.90 eV. Its relative energy (zero: lowest compared OMol25 entry of this formula, charge and spin) is 118.0 kcal per mole. The molar mass comes out at 90.15 g mol⁻¹. As for the HOMO energy: -14.16 eV. The value obtained for the LUMO energy is -8.27 eV.

CARTESIAN COORDINATES (ANGSTROEM)
C 2.74857 -0.40431 0.34664
C 1.55573 -0.65017 -0.63101
C 0.32085 -0.84512 0.07008
C -0.41530 0.24375 0.66018
N -1.43886 0.06755 1.38364
H 2.69388 0.59305 0.77134
H 3.72924 -0.43844 -0.11463
H 2.71056 -1.13117 1.15270
H 1.77201 -1.52408 -1.23735
H 1.47358 0.23672 -1.27709
H -0.10069 -1.84061 0.19651
H -0.06845 1.26306 0.48238
H -3.01683 -1.52015 -3.82100
H -3.17299 -0.87537 -4.16915
H -1.61835 -0.89247 1.68664
H -2.91597 3.15497 1.29129
H -2.15859 1.79875 1.59956
O -2.09840 2.76404 1.60926

=====

Record 2
Computed, not measured: C43H65AlN15O2 as an isolated structure, with ωB97M-V with the def2-TZVPD basis set.

The total charge is -1. For the total energy, the calculation gives -78685.6695 eV. The orbital gap comes out at 6.22 eV. The molar mass comes out at 851.08 g mol⁻¹. As for the HOMO energy: -4.49 eV. The value obtained for the LUMO energy is 1.73 eV.

CARTESIAN COORDINATES (ANGSTROEM)
C -0.97801 2.97349 5.16542
C -2.38438 3.07897 4.62633
O -2.96637 4.14123 4.63562
O -2.95082 2.00134 4.07680
C -2.96331 0.79107 4.86071
C -3.13825 -0.40050 3.94241
C -1.98651 -0.44991 2.89297
Al -2.67442 -0.23501 0.99299
C -1.31637 -1.10589 -0.27275
C -0.31289 -2.05410 0.39889
C 1.01595 -1.44938 0.78565
C 1.78922 -2.07284 1.76395
C 3.04040 -1.59186 2.09925
C 3.53776 -0.46168 1.46760
C 2.75981 0.17888 0.52403
C 1.49866 -0.29725 0.18500
H -1.01178 3.32913 6.19049
H -0.34954 3.64046 4.57953
H -0.58386 1.96522 5.13606
H -2.03478 0.64590 5.41229
H -3.78006 0.87403 5.58581
H -4.11542 -0.37333 3.45661
H -3.07981 -1.27647 4.59218
H -1.27659 0.35979 3.08666
H -1.44640 -1.38623 3.05873
H -4.09878 -0.95266 0.77449
H -2.77643 1.35029 0.56764
H -0.83482 -0.37033 -0.90568
H -1.92149 -1.72362 -0.94461
H -0.08782 -2.85724 -0.31891
H -0.76320 -2.55773 1.25822
H 1.38138 -2.94917 2.25297
H 3.61557 -2.12577 2.84449
H 4.52097 -0.08882 1.72567
H 3.12682 1.07141 0.03078
H 0.91027 0.23999 -0.54208
C -2.20434 3.99346 9.49839
C -1.60641 2.80258 8.90857
N -1.14081 1.86268 8.44422
H -1.47411 4.79992 9.52141
H -3.06071 4.30577 8.90347
H -2.53171 3.77769 10.51348
C -1.48005 5.18780 1.69418
C -0.62492 4.24243 0.98580
N 0.01003 3.47219 0.42051
H -0.92995 6.10515 1.89830
H -2.34986 5.42012 1.08276
H -1.82188 4.75700 2.63350
C 5.85172 -2.77962 -1.10907
C 5.38297 -3.62183 -0.01901
N 4.97858 -4.25736 0.84775
H 6.80245 -2.31961 -0.85077
H 5.96945 -3.37605 -2.00937
H 5.11674 -1.99900 -1.29580
C -6.76430 2.63971 1.11329
C -6.23740 1.52583 0.33743
N -5.79966 0.65144 -0.26323
H -5.99925 3.40639 1.22761
H -7.62510 3.06835 0.60875
H -7.07125 2.28867 2.09689
C 0.03028 -6.09706 0.15848
C -0.48130 -5.48430 -1.05964
N -0.87916 -4.98656 -2.01385
H -0.37340 -5.57451 1.02410
H -0.26342 -7.14429 0.19876
H 1.11664 -6.02675 0.17616
C -9.57870 4.61903 3.33784
C -9.12303 4.79816 1.96608
N -8.73732 4.90186 0.89061
H -9.14436 3.70917 3.74981
H -9.26986 5.46916 3.94280
H -10.66372 4.53885 3.35901
C 7.51059 -1.27800 -4.51038
C 8.17971 -1.37305 -3.21796
N 8.70538 -1.45377 -2.19916
H 7.50748 -2.24701 -5.00490
H 6.48628 -0.94212 -4.37703
H 8.03925 -0.56192 -5.13844
C -3.01033 2.43090 -3.06497
C -1.92781 1.45986 -3.10228
N -1.09726 0.66978 -3.06481
H -3.68323 2.26325 -3.90484
H -3.55965 2.30903 -2.13046
H -2.60278 3.43919 -3.11498
C -4.25585 -1.41273 -2.65254
C -4.69833 -0.70336 -3.84522
N -5.03877 -0.13238 -4.78304
H -4.64068 -0.91256 -1.76047
H -4.61251 -2.44101 -2.67457
H -3.16754 -1.41248 -2.61097
C 3.54704 0.21862 -6.48814
C 4.74133 -0.57556 -6.74148
N 5.68133 -1.20870 -6.92242
H 2.80051 0.02073 -7.25498
H 3.13924 -0.03964 -5.51626
H 3.79732 1.27789 -6.49362
C 7.55947 2.59810 -3.04905
C 6.51524 1.59209 -3.16034
N 5.72265 0.77270 -3.29307
H 7.11508 3.58724 -2.95813
H 8.17668 2.39718 -2.17496
H 8.17141 2.55646 -3.95266
C 2.01386 -1.59976 -3.13726
C 3.09490 -2.55992 -3.31595
N 3.94714 -3.31715 -3.45623
H 1.26031 -1.73862 -3.91097
H 1.54413 -1.73379 -2.16291
H 2.41013 -0.58715 -3.19096
C 7.34757 1.79847 -7.62470
C 8.11900 2.59225 -6.67634
N 8.72800 3.21119 -5.92481
H 7.31592 0.75764 -7.30540
H 6.33024 2.18139 -7.67923
H 7.80472 1.85789 -8.61048
C -9.90270 -0.73584 0.40735
C -9.07487 -0.24421 1.49953
N -8.42102 0.15770 2.35133
H -10.18141 -1.77127 0.59256
H -10.80325 -0.13053 0.32404
H -9.34234 -0.67758 -0.52447
C 5.65058 -7.49349 1.93381
C 5.48737 -8.76260 1.23528
N 5.35847 -9.76188 0.68543
H 5.47522 -6.66023 1.25565
H 4.94050 -7.43162 2.75590
H 6.66173 -7.42144 2.33009

=====

Record 3
Computed, not measured: a 12-piece molecular cluster, C62H101NO29P3 overall, with ωB97M-V with the def2-TZVPD basis set.

The total charge is +1. For the total energy, the calculation gives -154661.2919 eV. The orbital gap comes out at 4.03 eV. The molar mass comes out at 1417.39 g mol⁻¹. As for the HOMO energy: -8.78 eV. The value obtained for the LUMO energy is -4.75 eV.

CARTESIAN COORDINATES (ANGSTROEM)
C 1.69184 0.67971 1.77684
C 1.22831 0.48144 0.33365
C 1.72793 -0.91659 -0.20743
C 1.03261 -2.18142 0.26654
C -0.47284 -2.00429 0.00565
C -1.11331 -0.75853 0.61950
N -0.27003 0.44575 0.27405
O -0.90708 1.51280 0.34319
C -1.17226 -0.87947 2.16477
C -2.58473 -0.68659 0.13914
C 1.78061 1.56524 -0.61121
H 2.76496 0.78414 1.93304
H 1.49099 -0.18497 2.41237
H 1.21097 1.52826 2.26216
H 2.79666 -0.93536 0.00514
H 1.57114 -0.88023 -1.28748
H 1.19872 -2.43034 1.31941
H 1.43859 -3.06087 -0.23448
H -0.96166 -2.90413 0.38089
H -0.63962 -1.95581 -1.07190
H -1.87831 -1.66704 2.44133
H -1.50780 0.02166 2.67790
H -0.27162 -1.30365 2.60843
H -3.16477 0.09303 0.63306
H -3.06391 -1.60542 0.47426
H -2.62244 -0.47018 -0.92783
H 1.20840 2.49235 -0.65134
H 1.84181 1.21507 -1.64148
H 2.76907 1.81387 -0.22812
C -1.01470 4.72335 -3.03038
C 0.19870 4.09153 -3.31459
C 1.19910 4.80535 -3.96345
C 0.98047 6.09468 -4.46442
C -0.27328 6.67990 -4.25819
C -1.22380 5.99130 -3.52394
O -2.39026 6.63185 -3.20303
O 2.40696 4.19555 -4.13673
H -1.75644 4.17779 -2.46584
H 0.34521 3.07596 -2.96820
H 1.82950 6.54489 -4.95897
H -0.50315 7.70432 -4.51482
H -2.81384 6.20395 -2.44492
H 2.45430 3.26538 -3.87527
C 1.88247 -1.76288 4.93164
C 2.93663 -0.86081 4.91850
C 2.79568 0.37147 5.52174
C 1.60651 0.71926 6.16054
C 0.50089 -0.10191 6.01101
C 0.66264 -1.38852 5.51810
O -0.44549 -2.17674 5.40562
O 3.88452 1.21976 5.59333
H 2.11687 -2.77114 4.61230
H 3.81678 -1.14959 4.36228
H 1.46787 1.74751 6.46694
H -0.50174 0.22669 6.24731
H -0.12734 -2.99858 5.02000
H 4.55869 0.71315 6.05681
C -3.45254 -4.66142 0.73057
C -3.42829 -4.71057 -0.66315
C -2.27509 -5.22089 -1.27318
C -1.17662 -5.59600 -0.50172
C -1.19965 -5.49523 0.89399
C -2.35882 -5.01524 1.49526
O -2.38651 -4.76866 2.84870
O -2.23737 -5.24219 -2.62336
H -4.29926 -4.37160 1.33802
H -4.38055 -4.51010 -1.13431
H -0.27122 -6.01843 -0.92043
H -0.36858 -5.85525 1.48395
H -1.46390 -4.67863 3.10017
H -1.63352 -5.85381 -3.05135
C 3.67092 -5.52283 -0.77175
C 3.51625 -4.74754 0.37691
C 2.75455 -5.21652 1.44290
C 2.13269 -6.43274 1.33802
C 2.26658 -7.23861 0.21517
C 3.09691 -6.79303 -0.82102
O 3.34437 -7.63947 -1.86705
O 2.66106 -4.49616 2.61154
H 4.19464 -5.13463 -1.63408
H 3.93170 -3.74879 0.40674
H 1.52401 -6.80242 2.15471
H 1.65469 -8.12935 0.25648
H 3.31737 -8.55375 -1.57334
H 1.78940 -4.62883 2.99353
C 2.20371 3.86649 2.44421
C 3.30739 4.06001 1.60201
C 3.10539 4.67059 0.37676
C 1.85692 5.13853 -0.00901
C 0.76689 4.93104 0.82261
C 0.96275 4.36230 2.08147
O -0.06234 4.38533 3.00052
O 4.10739 4.79420 -0.54373
H 2.38864 3.30081 3.34828
H 4.31777 3.78903 1.88117
H 1.78361 5.59125 -0.98897
H -0.26198 5.19470 0.62073
H -0.34395 3.57196 3.47485
H 4.92774 4.38435 -0.25787
C -3.21893 3.14821 1.29317
C -3.18548 4.18906 0.37877
C -4.12129 4.22956 -0.64790
C -5.16109 3.30031 -0.68043
C -5.24841 2.31164 0.28037
C -4.20419 2.17735 1.20465
O -4.41762 1.31551 2.27386
O -4.03569 5.17902 -1.62504
H -2.57990 3.05104 2.16201
H -2.40774 4.93967 0.41838
H -5.93758 3.41119 -1.42648
H -6.05728 1.59092 0.28966
H -5.31603 1.42929 2.59603
H -4.78938 5.42497 -2.16763
C 5.97987 2.08517 -4.88029
O 4.79743 2.06066 -5.66770
P 3.53619 1.16640 -5.25623
O 2.84504 1.48340 -3.99856
O 2.64929 1.18435 -6.56412
C 3.17509 0.82698 -7.84151
O 4.23450 -0.27625 -5.26456
C 3.53558 -1.43698 -4.87866
H 6.18189 3.09036 -4.51055
H 6.84249 1.69167 -5.41463
H 5.89543 1.50663 -3.95762
H 2.58417 -0.03376 -8.14947
H 4.22023 0.52271 -7.77248
H 3.15383 1.65199 -8.55008
H 2.49477 -1.33316 -4.56673
H 3.96383 -1.85047 -3.96016
H 3.64889 -2.23892 -5.60801
C -8.81916 -2.75789 1.50996
O -7.93294 -3.01411 0.42931
P -6.83482 -1.98915 -0.06889
O -7.32172 -0.59740 -0.11732
O -5.54572 -2.39512 0.85398
C -5.46638 -1.83075 2.12697
O -6.41846 -2.59900 -1.50025
C -5.61994 -1.77966 -2.37025
H -8.28013 -2.62446 2.44991
H -9.51858 -3.58442 1.58996
H -9.29391 -1.79424 1.32019
H -5.85512 -2.50590 2.88949
H -5.88411 -0.82341 2.19277
H -4.42270 -1.57698 2.33288
H -5.68127 -0.70778 -2.18103
H -5.93949 -1.86866 -3.40832
H -4.61479 -2.19388 -2.28969
C -3.62846 0.61108 5.18829
O -3.61379 2.05546 5.30467
P -2.23750 2.85903 5.43217
O -1.22865 2.59841 4.37317
O -2.78398 4.32839 5.54210
C -3.07034 5.07177 4.36367
O -1.87507 2.40694 6.92232
C -2.89876 2.52771 7.92647
H -4.30180 0.37014 4.37038
H -4.08967 0.21396 6.09278
H -2.60804 0.25209 5.06576
H -4.11317 4.97959 4.05591
H -2.52552 4.81245 3.45566
H -2.83002 6.10236 4.61500
H -3.45450 1.59191 7.94571
H -3.53133 3.39356 7.74286
H -2.39781 2.65793 8.88364
C 6.10001 -0.25780 1.31662
O 5.41145 -0.01657 0.08517
C 6.23808 -0.01004 -1.07008
C 6.36488 -1.35022 -1.77723
O 6.60751 -1.02742 -3.13545
C 6.88641 -2.17107 -3.92050
H 6.63708 -1.21264 1.35109
H 5.36121 -0.32927 2.10954
H 6.90142 0.46896 1.46306
H 7.22653 0.44707 -0.98095
H 5.69018 0.70464 -1.69067
H 5.54577 -2.04215 -1.56945
H 7.31616 -1.73747 -1.39466
H 7.76015 -2.72965 -3.58444
H 7.04066 -1.85742 -4.95519
H 5.99553 -2.78157 -4.09926
C 0.52211 -3.13733 -3.39230
O 0.28568 -1.75743 -3.25204
C -0.90121 -1.31862 -3.92777
C -0.85045 0.20661 -3.81507
O -1.34522 0.79654 -2.61812
C -2.51344 1.58394 -2.73797
H -0.33904 -3.70166 -3.02246
H 1.40616 -3.46682 -2.84593
H 0.68529 -3.34596 -4.45464
H -1.70457 -1.72998 -3.30987
H -0.87485 -1.63965 -4.97021
H -1.30129 0.66570 -4.70058
H 0.16346 0.61088 -3.87565
H -2.63985 2.15120 -1.81732
H -3.37382 0.96438 -3.00863
H -2.42136 2.29246 -3.56570

=====

Question: Which of these has the highest orbital gap?
Answer: C43H65AlN15O2